Record 1
Formula: C6H11ClSi
Source: the Open Molecules 2025 dataset
Level of theory: ωB97M-V/def2-TZVPD

ΔE to the lowest compared entry with this formula, charge and spin ... 165.51 kcal per mole
LUMO ... 0.0063 Eh
Frontier orbital gap ... 7.95 eV
Max |F| ... 6.03 eV/A
Spin multiplicity ... 1
SMILES ... C=[Si](C)C.ClC1C=C1

Positions of all 19 atoms, in Å:
C 1.0349 -0.9910 -0.4393
Si -0.7910 -1.2241 -0.6100
C -1.7584 -0.8124 0.9651
C -1.9481 -1.0843 -2.2657
H 1.4676 -1.7081 0.3255
H 1.7114 -1.3774 -1.3057
H -1.1952 -0.5125 1.7904
H -2.4230 -0.0989 0.7072
H -2.3148 -1.6057 1.2034
H -1.6875 -0.0894 -2.6949
H -1.7922 -1.8273 -3.0078
H -2.9815 -0.9977 -2.0054
Cl 2.5905 0.3257 2.4433
C 2.2281 1.0949 1.0640
C 2.2255 2.5094 0.5381
C 1.0506 2.2200 1.0340
H 1.7001 0.4259 0.5607
H 2.7661 3.2770 0.1271
H 0.1167 2.4757 1.5700

Force components x, y, z for each atom (eV/Å):
-1.1 -3.9 -2.0
1.8 0.7 -0.5
3.0 -0.1 -2.2
1.7 1.8 1.8
-0.8 1.4 0.2
-1.4 1.3 0.8
1.2 0.5 1.1
-2.2 2.7 -0.8
-2.2 -3.4 1.2
0.0 -0.6 0.1
0.3 -0.7 -0.4
-0.7 -0.2 0.3
2.1 -1.1 4.2
-2.7 5.2 -1.5
-2.3 -1.8 1.7
1.7 0.0 1.1
-0.7 -2.9 -3.4
1.6 1.4 -0.8
0.8 -0.1 -0.9

=====

Record 2
Formula: C6H11F3N2O
Source: the Open Molecules 2025 dataset
Level of theory: ωB97M-V/def2-TZVPD

ΔE to the lowest compared entry with this formula, charge and spin ... 72.48 kcal per mole
LUMO ... -0.0062 Eh
Frontier orbital gap ... 10.52 eV
Max |F| ... 4.77 eV/A
Spin multiplicity ... 1
SMILES ... CC(C)(C)[C@@](N)(F)C(=O)N(F)F

Positions of all 23 atoms, in Å:
C -1.5858 0.5434 0.2256
C -0.1883 -0.0179 0.6702
C -0.6162 -1.1632 1.5249
C 0.5521 1.1100 1.3861
C 0.5621 -0.5445 -0.6049
N 1.7509 -1.3163 -0.3233
F -0.3874 -1.5291 -1.1042
C 1.0063 0.4952 -1.5769
O 2.0920 1.0119 -1.6360
N -0.0810 1.2196 -2.2112
F -1.1498 0.4800 -2.5581
F 0.4826 1.6870 -3.4376
H -2.1866 -0.3063 -0.0930
H -1.5603 1.2855 -0.4331
H -2.1960 0.9903 1.0084
H 0.2913 -1.4205 2.1891
H -0.8296 -2.0740 1.0675
H -1.4206 -0.7219 2.0385
H 1.5981 1.0062 1.4420
H 0.0201 1.0918 2.3275
H 0.5094 2.0802 0.9961
H 1.4069 -2.1063 0.2702
H 1.9298 -1.8010 -1.1678

Force components x, y, z for each atom (eV/Å):
-0.2 -2.7 2.3
-0.9 1.8 -2.7
4.1 0.2 2.3
-0.9 -1.5 0.6
-0.1 -2.6 1.7
-1.5 -0.5 1.9
0.5 1.1 -1.0
-0.1 1.8 -0.3
-1.0 -1.2 0.1
1.3 1.4 -1.4
0.0 -0.5 -0.6
-1.0 -0.4 0.9
0.0 0.2 -0.5
0.3 2.8 -3.2
0.5 -0.2 0.9
-1.6 0.4 -0.3
-0.9 -1.1 -1.2
-1.0 -0.4 1.4
1.4 -1.0 0.7
0.6 0.5 0.7
-1.0 1.4 -1.1
0.6 1.0 -0.2
0.8 -0.4 -1.2

=====

Record 3
Formula: C6H11FO
Source: the Open Molecules 2025 dataset
Level of theory: ωB97M-V/def2-TZVPD

ΔE to the lowest compared entry with this formula, charge and spin ... 27.71 kcal per mole
LUMO ... 0.0358 Eh
Frontier orbital gap ... 9.84 eV
Max |F| ... 2.71 eV/A
Spin multiplicity ... 1
SMILES ... C[C@H](F)[C@H]1C[C@@]1(C)O

Positions of all 19 atoms, in Å:
C -2.0621 -0.0519 -1.4794
C -1.3183 -0.4861 -0.2550
F -1.8738 0.1643 0.8700
C 0.1058 -0.1008 -0.4676
C 0.6034 1.2233 -0.0687
C 0.9299 0.0728 0.8209
C 2.3250 -0.4189 0.8940
O 0.2584 -0.3426 2.0132
H -1.8049 -0.6004 -2.3852
H -3.0746 -0.3288 -1.2760
H -1.9656 1.0130 -1.7469
H -1.4501 -1.5458 -0.0653
H 0.5571 -0.6875 -1.3223
H -0.1224 1.9245 0.3138
H 1.3738 1.6941 -0.6436
H 2.9116 0.0395 1.7490
H 2.2848 -1.5026 0.9838
H 2.9048 -0.1251 0.0135
H -0.5830 0.0591 2.0517

Force components x, y, z for each atom (eV/Å):
-0.9 0.0 -0.5
0.4 0.7 -1.0
-0.5 0.3 -0.5
1.6 -2.2 0.3
-0.8 1.2 1.0
-0.4 -1.2 -0.4
1.3 0.5 0.5
2.4 0.3 -0.3
0.4 -0.2 0.2
-1.1 0.3 -0.2
0.0 -0.3 0.6
0.1 -0.2 0.0
-0.4 1.0 1.0
-0.3 0.2 -0.1
0.5 0.0 -0.1
-0.9 -0.6 -0.7
0.4 -0.1 0.1
-0.2 -0.3 -0.1
-1.4 0.6 0.1

=====

Record 4
Formula: C6H11FS
Source: the Open Molecules 2025 dataset
Level of theory: ωB97M-V/def2-TZVPD

ΔE to the lowest compared entry with this formula, charge and spin ... 3.00 kcal per mole
LUMO ... 0.0330 Eh
Frontier orbital gap ... 9.84 eV
Max |F| ... 2.84 eV/A
Spin multiplicity ... 1
SMILES ... CCC[C@]1(CF)CS1

Positions of all 19 atoms, in Å:
C -0.9451 -1.8716 -0.7923
C -1.4274 -0.4575 -0.4947
C -0.4741 0.6963 -0.7686
C 0.6599 0.8961 0.2443
C 1.7346 -0.2334 0.4083
F 1.1816 -1.1519 1.2527
C 0.4196 1.7698 1.4159
S 1.4121 2.5044 0.0904
H -0.8034 -2.0410 -1.8706
H -0.0203 -2.2390 -0.3548
H -1.7275 -2.5820 -0.4780
H -2.3751 -0.3597 -1.0046
H -1.6217 -0.4588 0.5920
H -1.0183 1.6486 -0.7614
H -0.0047 0.6566 -1.7620
H 2.5873 0.2654 0.9205
H 2.0783 -0.6845 -0.5128
H -0.6032 2.1494 1.5596
H 0.9473 1.4927 2.3162

Force components x, y, z for each atom (eV/Å):
-0.2 -0.9 -1.0
0.7 -0.7 1.2
0.3 0.4 -0.1
0.5 -1.3 -1.2
-0.6 2.6 0.9
0.0 -1.1 0.5
-0.3 -0.4 -0.1
0.3 0.9 0.2
-0.2 0.2 0.1
0.0 0.5 0.4
0.2 0.2 -0.1
-0.2 0.4 -0.2
-0.3 0.3 -0.3
-0.1 -0.2 0.0
-0.2 -0.3 0.1
-0.3 -0.6 -0.3
-0.2 -0.2 -0.3
0.6 -0.1 -0.1
0.1 0.2 0.2

=====

Q: The highest max |F| belongs to which entry?
A: C6H11ClSi